The following is a DFT calculation (wB97M-V/def2-TZVPD) of 6 unconnected molecules or ions with the total composition C10H32O6.

The HOMO energy comes out at -9.46 eV. As for the total charge: 0. The molar mass is 248.36 Da. The orbital gap is 10.00 eV. Its LUMO energy is 0.0199 Eh. As for the SMILES: CCO.CCO.CCO.CCO.CO.CO.

Geometry as XYZ:
```
48
Properties=species:S:1:pos:R:3:lowdin_charge:R:1
H 4.429 0.340 -3.102 0.076
H -2.400 -0.414 3.065 0.043
O 5.481 2.192 0.097 -0.135
C 5.513 1.090 1.018 -0.144
H -2.342 0.714 4.467 0.080
H -0.826 -0.419 0.167 0.057
H -0.267 -0.242 2.504 0.048
C 0.724 -0.076 2.065 -0.074
H -1.767 -3.082 -0.089 0.083
H 3.333 0.887 -4.367 0.075
H 5.712 1.423 2.035 0.072
H 1.687 0.868 0.448 0.096
H -1.764 -1.118 -1.792 0.037
H -0.266 0.083 -3.863 0.057
H 4.257 2.053 -3.439 0.074
O -2.090 -1.291 -2.677 -0.081
H 2.006 2.047 -2.449 0.117
H -3.309 -0.129 -3.846 0.104
C 3.704 1.115 -3.367 -0.097
H -4.765 -0.011 4.935 0.111
H -2.399 0.752 -2.597 0.108
C 2.641 1.155 -2.322 -0.355
H -3.634 -1.329 5.094 0.110
H 1.321 -0.033 -1.552 0.031
O -4.670 -1.353 3.297 -0.081
H -1.273 1.350 -4.588 0.069
H 1.338 0.402 2.829 0.077
C -2.305 -2.703 0.774 -0.146
H -5.476 -1.774 3.608 0.089
H -1.308 -0.312 -5.222 0.069
H 3.124 1.344 -1.350 0.089
C -2.977 0.221 3.738 -0.082
H 1.121 -1.079 1.881 0.083
H -3.489 0.958 3.114 0.085
O -2.856 -1.424 0.512 -0.133
O 1.907 -0.050 -2.320 -0.072
H 0.201 1.695 0.977 0.118
C 0.655 0.722 0.768 -0.284
H 6.248 0.363 0.670 0.079
H -3.623 -1.270 1.072 0.061
H 4.546 0.585 0.988 0.063
H 6.307 2.194 -0.394 0.070
O -0.082 0.043 -0.235 -0.088
C -4.067 -0.631 4.363 -0.319
H -3.074 -3.420 1.078 0.083
C -1.235 0.293 -4.316 -0.082
C -2.352 -0.060 -3.330 -0.312
H -1.640 -2.671 1.651 0.074
```